(1)
34
Properties=species:S:1:pos:R:3:nbo_charge:R:1 method="wB97M-V/def2-TZVPD" e_homo_ev=-8.915 smiles="C[C@@H](O)[C@H](N)C(=O)N[C@@H](Cc1c[nH]cn1)C(=O)O" homo_lumo_gap_ev=9.28 de_lowest_kcal_mol=116.4 charge=0
C 2.47733 -0.53865 -0.21990 -0.16
C 1.11468 0.00059 0.31315 0.68
C 3.62228 0.01983 0.56439 0.09
C 4.80379 -1.06766 0.42109 -0.65
C -1.17364 0.52473 -0.37419 -0.16
C -1.34163 2.02459 0.27251 0.78
C -1.95914 -0.61349 0.36006 -0.43
C -3.41141 -0.50826 0.24153 0.07
C -4.06802 0.49201 -0.31771 -0.11
C -5.50776 -1.09937 -0.02681 0.16
H 3.21957 0.38962 -1.89262 0.40
H 2.99274 -1.13752 -2.09016 0.37
H 2.34279 -1.56102 0.18534 0.24
H 3.52676 0.29141 1.65948 0.22
H 4.92677 1.75605 0.13235 0.49
H 5.37083 -1.11169 -0.52043 0.22
H 5.55818 -0.99309 1.30743 0.22
H 4.25991 -2.23803 0.43421 0.20
H 0.54731 0.71404 -1.62089 0.46
H -1.83145 0.65696 -1.29446 0.25
H -1.61994 -1.67714 0.02711 0.25
H -1.61343 -0.58276 1.41260 0.24
H -3.76414 1.47520 -0.45313 0.22
H -6.37114 -1.71876 0.06373 0.21
H -6.16285 0.72017 -0.67129 0.41
H -0.85585 1.05330 1.81971 0.50
N 2.54591 -0.31646 -1.59169 -0.85
N 0.23973 0.31739 -0.66460 -0.61
N -4.32775 -1.53034 0.41281 -0.46
N -5.38801 0.16206 -0.49593 -0.51
O 0.72111 -0.26038 1.48818 -0.68
O 3.95346 1.34197 -0.15038 -0.78
O -1.54863 3.11457 -0.49805 -0.58
O -1.27833 1.90012 1.76653 -0.69

---

(2)
28
Properties=species:S:1:pos:R:3:nbo_charge:R:1 method="wB97M-V/def2-TZVPD" e_homo_ev="-10.274 / -13.387" homo_lumo_gap_ev="7.83 / 7.21" de_lowest_kcal_mol=23.1 charge=+1 spin_multiplicity=3
C 2.66373 -0.67077 -0.42546 -0.22
C 1.43956 -1.34417 0.00450 -0.54
C 2.34834 0.52242 -0.94162 0.15
C 0.36970 -0.26672 -0.13477 0.47
C -1.48590 2.03377 -1.05883 -0.38
C -1.20177 1.15365 -2.21242 -0.39
C -1.92866 0.58658 -0.98467 -0.27
C -1.58894 -1.60737 0.32437 -0.66
C 0.80639 0.50981 1.82162 -0.18
C -1.05725 -0.39266 -0.25793 0.06
N 0.29514 -0.20342 2.81110 -0.70
O 1.04869 0.82451 -0.80757 -0.42
H 3.65593 -1.04839 -0.35542 0.25
H 0.99752 -2.10824 -0.57872 0.28
H 2.99996 1.15197 -1.36677 0.22
H -0.67202 2.33825 -0.54008 0.22
H -2.37684 2.65366 -1.18897 0.24
H -1.81310 1.41587 -3.05820 0.23
H -0.17422 1.01469 -2.45033 0.23
H -2.88940 0.10366 -0.93790 0.25
H -2.11452 -1.44013 1.20768 0.24
H -0.85080 -2.30254 0.39716 0.21
H -2.36730 -1.99621 -0.17968 0.24
H 0.31437 1.46523 1.92209 0.20
H 1.78743 0.58800 1.68357 0.19
H 1.45200 -1.79520 0.90321 0.25
H -0.51695 -0.13887 3.34853 0.42
H 0.85891 -1.04738 3.05550 0.38